Entry 1:
Below is one molecule with the formula C7H10O2S in a non-equilibrium geometry, with properties calculated with ωB97M-V/def2-TZVPD.

As for the total charge: 0. The HOMO energy is -8.02 eV. The frontier orbital gap is 7.505 eV. Its energy relative to the best compared isomer or geometry (same formula, charge and spin) is 135.69 kcal per mole. The molar mass comes out at 158.22 g/mol.

CARTESIAN COORDINATES (ANGSTROEM)
1 C -2.86 0.84 -0.62
2 C -0.57 0.73 -0.08
3 C -1.97 0.75 0.36
4 C -1.32 -0.05 -2.94
5 C 1.33 0.69 1.26
6 C 1.08 -1.04 -0.44
7 C 0.35 -0.16 0.60
8 O -2.20 0.46 1.66
9 O -0.81 0.17 -4.11
10 S -2.34 1.17 -2.28
11 H -3.88 0.56 -0.53
12 H 1.75 1.37 0.51
13 H 2.08 -0.08 1.71
14 H 0.77 1.23 2.08
15 H 0.43 -1.82 -0.93
16 H 1.87 -1.53 0.09
17 H 1.53 -0.50 -1.23
18 H -0.25 -0.70 1.49
19 H -3.11 0.33 1.80
20 H -1.29 0.92 -4.59



Entry 2:
Below is C27H41Br14N3O4PS2 as an isolated structure in a non-equilibrium geometry, with properties calculated with ωB97M-V/def2-TZVPD.

As for the total charge: +1. The HOMO energy is -10.96 eV. The frontier orbital gap is 6.301 eV. The molar mass comes out at 1685.41 g/mol.

CARTESIAN COORDINATES (ANGSTROEM)
1 C 0.89 3.36 -4.88
2 C 0.16 2.84 -3.52
3 N 1.08 2.12 -2.58
4 C 0.38 1.12 -1.76
5 C 0.43 -0.41 -2.14
6 C 1.28 -0.94 -3.38
7 C 0.74 -0.47 -4.82
8 C 1.61 -1.06 -6.06
9 C 1.75 -2.64 -6.04
10 O 2.82 -3.13 -5.57
11 O 0.78 -3.56 -6.56
12 C 0.01 -4.11 -5.41
13 C -1.50 -3.53 -5.61
14 C -0.36 -1.44 -1.24
15 P -0.34 -3.32 -1.63
16 O 0.32 -4.08 -0.22
17 Br -2.45 -4.11 -1.91
18 C -1.17 -0.90 -0.02
19 C -2.01 -1.80 1.00
20 C -3.33 -1.06 1.57
21 O -4.21 -0.59 0.80
22 Br -3.69 -0.85 3.54
23 C -1.13 0.62 0.23
24 N -0.38 1.56 -0.59
25 C -0.45 2.99 -0.14
26 C 0.88 3.31 0.76
27 C 0.96 2.40 2.09
28 S 1.97 0.87 1.82
29 C 2.21 -0.05 3.42
30 S 2.57 0.89 4.78
31 N 2.13 -1.53 3.50
32 C 3.44 -2.13 3.93
33 C 3.70 -3.53 3.14
34 C 1.12 -1.97 4.52
35 C -0.35 -1.36 4.32
36 H 0.97 4.51 -4.91
37 H 0.17 3.10 -5.75
38 H 1.89 2.86 -5.07
39 H -0.65 2.09 -3.83
40 H -0.37 3.75 -3.08
41 H 1.64 2.76 -2.01
42 H 1.43 -2.08 -3.39
43 H 2.34 -0.50 -3.27
44 H -0.38 -0.68 -4.92
45 H 0.90 0.68 -4.87
46 H 1.11 -0.66 -7.02
47 H 2.67 -0.59 -6.06
48 H 0.51 -3.72 -4.45
49 H 0.07 -5.25 -5.46
50 H -1.88 -3.17 -4.59
51 H -1.43 -2.59 -6.27
52 H -2.14 -4.34 -6.09
53 H 0.73 -3.35 0.31
54 H -2.37 -2.80 0.59
55 H -1.29 -2.06 1.87
56 H -1.70 1.02 1.15
57 H -0.56 3.75 -0.99
58 H -1.33 3.13 0.59
59 H 1.84 3.26 0.12
60 H 0.75 4.41 1.09
61 H -0.10 2.14 2.41
62 H 1.44 3.00 2.95
63 H 3.45 -2.43 5.05
64 H 4.31 -1.40 3.81
65 H 4.33 -4.19 3.82
66 H 2.70 -4.09 2.97
67 H 4.29 -3.37 2.18
68 H 1.46 -1.75 5.59
69 H 1.03 -3.12 4.40
70 H -1.08 -2.24 4.14
71 H -0.71 -0.87 5.30
72 H -0.45 -0.67 3.41
73 C 0.27 -0.99 9.04
74 Br -0.22 0.69 8.20
75 Br -1.25 -2.19 9.19
76 Br 1.77 -1.83 8.14
77 H 0.59 -0.76 10.05
78 C 0.86 7.94 1.20
79 Br 0.97 7.00 -0.50
80 Br 0.11 6.82 2.59
81 Br 2.56 8.70 1.71
82 H 0.17 8.77 1.05
83 C -4.61 -4.80 1.74
84 Br -5.62 -4.97 3.39
85 Br -2.74 -5.23 2.00
86 Br -5.40 -5.83 0.30
87 H -4.66 -3.75 1.45
88 C -3.15 6.53 -0.96
89 Br -2.96 4.70 -1.58
90 Br -4.60 7.45 -1.85
91 Br -3.31 6.62 0.97
92 H -2.23 7.05 -1.23



Entry 3:
Below is C2H14O6V as an isolated structure in a non-equilibrium geometry, with properties calculated with ωB97M-V/def2-TZVPD.

As for the total charge: 0. The HOMO energy (spin up / spin down) is -6.29 / -7.38 eV. The frontier orbital gap (spin up / spin down) is 6.407 / 7.491 eV. Its energy relative to the best compared isomer or geometry (same formula, charge and spin) is 0.00 kcal per mole. The spin multiplicity is 4. The molar mass comes out at 185.07 g/mol.

CARTESIAN COORDINATES (ANGSTROEM)
1 V -0.16 -0.27 -0.07
2 C -1.43 1.17 -2.68
3 O -1.57 0.33 -1.59
4 H -0.39 1.19 -3.05
5 H -2.09 0.93 -3.52
6 H -1.70 2.22 -2.43
7 C 1.73 -0.71 2.55
8 O 1.16 -1.24 1.41
9 H 2.72 -0.26 2.38
10 H 1.08 0.05 3.01
11 H 1.83 -1.47 3.34
12 O -1.56 -1.81 0.61
13 H -1.29 -2.67 0.94
14 H -2.45 -1.65 0.95
15 O 1.10 -1.48 -1.56
16 H 2.06 -1.55 -1.50
17 H 0.81 -2.21 -2.12
18 O 1.34 1.34 -0.18
19 H 1.07 2.23 -0.43
20 H 2.29 1.38 -0.04
21 O -1.24 1.26 1.17
22 H -1.34 1.50 2.10
23 H -1.96 1.72 0.70



Entry 4:
Below is a 10-piece molecular cluster, C12H44N10O10 overall in a non-equilibrium geometry, with properties calculated with ωB97M-V/def2-TZVPD.

As for the total charge: 0. The HOMO energy is -8.60 eV. The frontier orbital gap is 8.187 eV. Its energy relative to the best compared isomer or geometry (same formula, charge and spin) is 120.16 kcal per mole. The molar mass comes out at 488.54 g/mol.

CARTESIAN COORDINATES (ANGSTROEM)
1 N 3.24 -0.03 -1.35
2 C 4.10 -0.74 -0.69
3 N 3.63 -1.14 0.50
4 O 5.35 -1.02 -1.09
5 H 3.57 0.38 -2.23
6 H 2.34 0.31 -0.97
7 H 4.10 -1.93 0.90
8 H 2.68 -1.05 0.76
9 N 0.38 -3.21 -3.45
10 C 1.07 -2.08 -3.23
11 N 1.86 -2.07 -2.14
12 O 0.98 -1.02 -4.10
13 H -0.26 -3.37 -4.29
14 H 0.68 -4.07 -2.93
15 H 2.61 -1.34 -1.91
16 H 1.82 -2.85 -1.45
17 N -2.52 -2.55 4.62
18 C -1.80 -1.92 3.74
19 N -1.17 -2.66 2.85
20 O -1.70 -0.54 3.72
21 H -2.93 -1.96 5.33
22 H -2.57 -3.54 4.70
23 H -0.46 -2.29 2.16
24 H -1.42 -3.61 2.67
25 N -0.87 0.06 1.18
26 C 0.20 -0.49 0.64
27 N 0.48 -0.16 -0.60
28 O 1.07 -1.35 1.32
29 H -1.08 -0.11 2.18
30 H -1.59 0.55 0.68
31 H 0.99 -0.85 -1.19
32 H -0.24 0.28 -1.19
33 N 0.69 1.88 -4.01
34 C 1.19 2.85 -4.69
35 N 0.45 3.90 -4.85
36 O 2.32 2.61 -5.40
37 H 1.03 0.94 -4.19
38 H -0.03 2.04 -3.35
39 H 0.73 4.41 -5.72
40 H -0.51 4.02 -4.56
41 C -0.76 3.75 0.03
42 C 0.16 3.35 1.15
43 O 1.09 2.35 0.82
44 H -1.43 2.91 -0.18
45 H -0.26 3.95 -0.86
46 H -1.21 4.77 0.20
47 H -0.55 3.12 1.99
48 H 0.73 4.27 1.40
49 H 0.53 1.56 0.54
50 C -5.48 0.33 0.60
51 C -3.99 0.12 0.34
52 O -3.28 1.35 0.33
53 H -5.84 0.79 -0.27
54 H -5.82 0.82 1.52
55 H -5.91 -0.70 0.57
56 H -3.87 -0.35 -0.65
57 H -3.72 -0.52 1.20
58 H -3.63 1.91 -0.40
59 C 2.36 -3.31 2.87
60 O 2.96 -3.65 1.65
61 H 1.25 -3.24 2.77
62 H 2.77 -2.36 3.24
63 H 2.49 -4.11 3.47
64 H 3.13 -4.60 1.73
65 C 1.61 1.42 4.17
66 O 2.93 0.86 4.09
67 H 0.97 0.84 3.59
68 H 1.56 2.45 3.79
69 H 1.19 1.48 5.17
70 H 3.23 1.02 3.17
71 C -1.88 0.23 -2.90
72 O -1.43 1.28 -2.05
73 H -2.29 0.65 -3.75
74 H -2.70 -0.44 -2.59
75 H -1.08 -0.43 -3.26
76 H -2.20 1.85 -1.90



Entry 5:
Below is C25H44CoN4SSi3 as an isolated structure in a non-equilibrium geometry, with properties calculated with ωB97M-V/def2-TZVPD.

As for the total charge: +1. The HOMO energy (spin up / spin down) is -9.66 / -10.03 eV. The frontier orbital gap (spin up / spin down) is 7.784 / 4.865 eV. Its energy relative to the best compared isomer or geometry (same formula, charge and spin) is 10.61 kcal per mole. The spin multiplicity is 5. The molar mass comes out at 575.91 g/mol.

CARTESIAN COORDINATES (ANGSTROEM)
1 Co -0.04 0.18 0.22
2 C 2.04 -2.12 -1.61
3 Si 0.16 -2.20 -1.59
4 C -0.55 -0.95 -2.83
5 C -0.35 -3.89 -2.26
6 C -0.60 -1.99 0.13
7 C -1.97 -1.50 0.03
8 C -3.16 -2.23 0.22
9 C -4.37 -1.62 -0.03
10 C -4.41 -0.29 -0.45
11 C -3.23 0.39 -0.56
12 N -2.05 -0.19 -0.31
13 Si -0.20 -3.24 1.47
14 C -0.55 -5.03 1.00
15 C 1.66 -3.14 1.84
16 C -1.22 -2.88 3.01
17 H 2.40 -2.40 -2.60
18 H 2.48 -2.81 -0.89
19 H 2.44 -1.12 -1.40
20 H -0.03 -1.04 -3.78
21 H -0.49 0.09 -2.50
22 H -1.60 -1.17 -3.00
23 H -0.26 -3.91 -3.35
24 H -1.38 -4.11 -2.00
25 H 0.28 -4.69 -1.87
26 H -3.10 -3.27 0.50
27 H -5.29 -2.19 0.08
28 H -5.35 0.21 -0.66
29 H -3.20 1.44 -0.86
30 H 0.06 -5.37 0.16
31 H -1.60 -5.20 0.75
32 H -0.31 -5.67 1.86
33 H 2.19 -3.97 1.36
34 H 1.85 -3.21 2.91
35 H 2.08 -2.20 1.46
36 H -2.29 -2.94 2.82
37 H -1.01 -1.89 3.41
38 H -0.99 -3.60 3.80
39 C 1.42 3.18 3.34
40 N 2.33 2.07 3.22
41 C 3.75 2.22 3.56
42 C 4.31 0.80 3.38
43 N 3.13 0.06 2.92
44 C 2.03 0.81 2.91
45 S 0.47 0.19 2.63
46 H 1.71 3.99 2.65
47 H 1.42 3.57 4.36
48 H 0.42 2.84 3.09
49 H 3.85 2.58 4.59
50 H 4.23 2.95 2.90
51 H 4.69 0.38 4.31
52 H 5.10 0.76 2.63
53 H 3.08 -0.94 2.87
54 C 2.52 4.09 -0.94
55 Si 1.62 2.45 -1.11
56 C 1.18 2.19 -2.91
57 C 2.83 1.12 -0.53
58 N 0.19 2.17 -0.10
59 C -0.60 3.09 0.48
60 C -0.51 4.48 0.17
61 C -1.27 5.40 0.84
62 C -2.18 5.00 1.81
63 C -2.34 3.64 2.10
64 C -1.58 2.70 1.45
65 H 3.57 3.94 -1.21
66 H 2.50 4.50 0.08
67 H 2.12 4.85 -1.61
68 H 1.99 2.59 -3.53
69 H 0.26 2.73 -3.18
70 H 1.04 1.14 -3.17
71 H 3.43 0.77 -1.37
72 H 2.34 0.25 -0.08
73 H 3.51 1.53 0.22
74 H 0.17 4.80 -0.61
75 H -1.17 6.45 0.60
76 H -2.78 5.74 2.34
77 H -3.08 3.32 2.82
78 H -1.70 1.66 1.69



Entry 6:
Below is a 6-piece molecular cluster, C73H49NO10SSi overall in a non-equilibrium geometry, with properties calculated with ωB97M-V/def2-TZVPD.

As for the total charge: 0. The HOMO energy is -9.37 eV. The frontier orbital gap is 8.298 eV. The molar mass comes out at 1160.35 g/mol.

CARTESIAN COORDINATES (ANGSTROEM)
1 O -1.96 -8.27 3.48
2 C -0.93 -8.10 2.86
3 C -0.94 -8.03 1.38
4 C -2.15 -8.13 0.69
5 C -2.17 -8.02 -0.70
6 C -0.99 -7.82 -1.40
7 C 0.22 -7.73 -0.72
8 C 0.25 -7.84 0.67
9 C 1.54 -7.77 1.38
10 O 2.58 -7.65 0.75
11 C 1.55 -7.81 2.86
12 C 2.76 -7.70 3.54
13 C 2.78 -7.71 4.93
14 C 1.59 -7.84 5.64
15 C 0.38 -7.96 4.96
16 C 0.36 -7.96 3.57
17 H -3.07 -8.29 1.23
18 H -3.11 -8.10 -1.23
19 H -1.01 -7.72 -2.48
20 H 1.14 -7.57 -1.27
21 H 3.69 -7.60 2.99
22 H 3.72 -7.62 5.46
23 H 1.60 -7.84 6.72
24 H -0.54 -8.06 5.52
25 O -3.59 2.21 -0.67
26 C -3.42 1.13 -1.21
27 C -3.27 1.04 -2.68
28 C -3.30 2.20 -3.45
29 C -3.12 2.13 -4.83
30 C -2.91 0.89 -5.44
31 C -2.89 -0.27 -4.68
32 C -3.08 -0.20 -3.30
33 C -3.08 -1.45 -2.50
34 O -2.97 -2.53 -3.04
35 C -3.21 -1.35 -1.03
36 C -3.18 -2.52 -0.26
37 C -3.26 -2.44 1.13
38 C -3.38 -1.20 1.75
39 C -3.43 -0.04 0.98
40 C -3.35 -0.11 -0.41
41 H -3.46 3.16 -2.98
42 H -3.14 3.03 -5.42
43 H -2.75 0.84 -6.51
44 H -2.73 -1.23 -5.16
45 H -3.08 -3.48 -0.74
46 H -3.23 -3.34 1.72
47 H -3.44 -1.13 2.83
48 H -3.53 0.92 1.47
49 O 4.32 -1.80 2.10
50 C 3.27 -1.44 1.61
51 C 2.80 -0.05 1.78
52 C 3.59 0.87 2.48
53 C 3.18 2.19 2.60
54 C 1.98 2.60 2.03
55 C 1.18 1.69 1.35
56 C 1.59 0.36 1.23
57 C 0.72 -0.60 0.51
58 O -0.37 -0.25 0.08
59 C 1.19 -1.99 0.33
60 C 0.40 -2.90 -0.37
61 C 0.85 -4.19 -0.58
62 C 2.10 -4.59 -0.09
63 C 2.88 -3.69 0.62
64 C 2.43 -2.39 0.84
65 H 4.53 0.55 2.92
66 H 3.80 2.90 3.14
67 H 1.67 3.64 2.12
68 H 0.25 2.02 0.91
69 H -0.56 -2.59 -0.76
70 H 0.24 -4.90 -1.13
71 H 2.45 -5.60 -0.26
72 H 3.84 -4.01 1.01
73 O 2.15 10.64 5.48
74 C 2.37 9.56 4.97
75 C 2.44 9.42 3.49
76 C 2.26 10.55 2.69
77 C 2.36 10.44 1.31
78 C 2.64 9.21 0.72
79 C 2.80 8.08 1.52
80 C 2.69 8.18 2.91
81 C 2.84 6.97 3.74
82 O 3.01 5.88 3.23
83 C 2.80 7.11 5.22
84 C 2.97 5.98 6.02
85 C 2.97 6.11 7.40
86 C 2.78 7.35 7.99
87 C 2.59 8.48 7.20
88 C 2.59 8.36 5.81
89 H 2.05 11.51 3.14
90 H 2.23 11.32 0.69
91 H 2.73 9.13 -0.35
92 H 3.00 7.12 1.06
93 H 3.12 5.01 5.57
94 H 3.11 5.23 8.02
95 H 2.79 7.45 9.07
96 H 2.44 9.45 7.66
97 O 3.81 5.60 -3.55
98 C 3.23 5.16 -4.52
99 C 2.14 4.17 -4.37
100 C 1.77 3.74 -3.10
101 C 0.72 2.84 -2.95
102 C 0.05 2.36 -4.07
103 C 0.42 2.77 -5.34
104 C 1.48 3.67 -5.50
105 C 1.88 4.08 -6.86
106 O 1.34 3.61 -7.84
107 C 2.96 5.09 -7.01
108 C 3.33 5.52 -8.28
109 C 4.31 6.49 -8.43
110 C 4.93 7.04 -7.31
111 C 4.57 6.61 -6.04
112 C 3.59 5.63 -5.88
113 H 2.29 4.12 -2.23
114 H 0.43 2.51 -1.96
115 H -0.78 1.66 -3.95
116 H -0.10 2.39 -6.21
117 H 2.85 5.10 -9.16
118 H 4.59 6.82 -9.42
119 H 5.68 7.80 -7.43
120 H 5.05 7.03 -5.17
121 H -5.78 -8.56 0.34
122 N -5.53 -7.55 0.38
123 C -6.37 -6.98 -0.42
124 C -7.51 -7.73 -1.21
125 C -6.29 -5.41 -0.61
126 Si -7.29 -4.68 0.87
127 S -6.03 -4.97 2.63
128 H -8.13 -8.31 -0.46
129 H -8.18 -6.96 -1.69
130 H -7.03 -8.40 -1.98
131 H -5.22 -5.05 -0.50
132 H -6.74 -5.07 -1.58
133 H -8.46 -5.57 1.03
134 H -7.68 -3.29 0.65
135 H -6.81 -4.68 3.73



Calculated total energy
In order: -821.1325, -38691.9911, -1480.0169, -1783.5191, -3847.3811, -4306.1898
Unit: Eh